#one
18
Properties=species:S:1:pos:R:3:lowdin_charge:R:1 method="wB97M-V/def2-TZVPD" smiles="CNCC=O.O.O" lumo_energy_ev=0.53 spin_multiplicity=1 orbital_gap_ev=9.2
C 2.050 0.348 -0.053 -0.098
N 0.575 0.451 -0.372 -0.148
C 0.170 -0.557 -1.403 -0.232
C -1.204 -1.007 -1.307 -0.219
O -2.213 -0.258 -1.439 0.007
H 2.333 -0.607 0.327 0.052
H 2.500 0.432 -1.101 0.092
H 2.536 1.104 0.610 0.088
H -0.333 0.979 -0.085 0.112
H 0.837 -1.377 -1.440 0.098
H 0.334 -0.003 -2.367 0.138
H -1.319 -2.066 -0.961 0.131
O -0.137 -1.496 1.804 -0.146
H -0.345 -1.106 2.727 0.075
H 0.069 -0.670 1.231 0.015
O -1.496 1.978 1.212 -0.113
H -2.128 2.514 1.751 0.059
H -2.230 1.342 0.868 0.088

=====

#two
18
Properties=species:S:1:pos:R:3:lowdin_charge:R:1 method="wB97M-V/def2-TZVPD" smiles="CN(C)C=O.O.O" lumo_energy_ev=0.70 spin_multiplicity=1 orbital_gap_ev=10.3
C 1.951 0.733 0.155 -0.028
N 0.604 0.791 0.799 -0.227
C -0.084 1.952 1.195 -0.104
C 0.078 -0.481 1.033 -0.256
O 0.700 -1.583 0.867 -0.075
H 2.684 0.181 0.737 0.076
H 1.879 0.117 -0.780 0.093
H 2.159 1.860 -0.004 0.110
H 0.335 2.929 0.778 0.103
H -1.205 1.740 0.906 0.122
H 0.010 2.025 2.329 0.099
H -1.093 -0.620 1.115 0.170
O -2.940 -1.131 -1.198 -0.119
H -1.932 -1.080 -1.488 0.057
H -3.399 -0.686 -1.895 0.000
O -0.249 -2.082 -1.594 -0.068
H 0.340 -2.477 -2.239 0.046
H 0.162 -2.186 -0.717 0.003

=====

#two takes first place; second place is 0.0480 hartree up.

=====

#one
19
Properties=species:S:1:pos:R:3:lowdin_charge:R:1 method="wB97M-V/def2-TZVPD" smiles=COCCCSC lumo_energy_ev=1.03 spin_multiplicity=1 orbital_gap_ev=9.6
C -2.603 -0.943 2.184 -0.166
O -1.657 -1.350 1.265 -0.186
C -0.419 -0.574 1.330 -0.208
C -0.583 0.739 0.602 -0.228
C -0.415 0.550 -0.967 -0.505
S 1.311 0.936 -1.423 0.759
C 0.920 0.825 -3.281 -0.357
H -3.520 -0.521 1.773 0.082
H -2.234 -0.236 2.972 0.096
H -2.819 -1.853 2.776 0.092
H 0.407 -1.091 0.992 0.093
H -0.247 -0.393 2.409 0.120
H 0.052 1.500 0.976 0.078
H -1.630 1.163 0.799 0.130
H -1.187 1.155 -1.455 0.082
H -0.601 -0.430 -1.294 0.047
H 0.279 -0.020 -3.474 0.025
H 1.869 0.814 -3.852 0.035
H 0.457 1.787 -3.440 0.013

=====

#two
19
Properties=species:S:1:pos:R:3:lowdin_charge:R:1 method="wB97M-V/def2-TZVPD" smiles=CSCCCCO lumo_energy_ev=0.87 spin_multiplicity=1 orbital_gap_ev=9.4
C 0.920 -0.745 -2.344 -0.433
S 1.640 -0.300 -0.753 0.816
C 0.507 1.080 -0.260 -0.470
C 0.191 1.039 1.271 -0.265
C -0.439 -0.291 1.662 -0.222
C -1.683 -0.708 0.869 -0.246
O -2.629 0.316 0.496 -0.089
H 1.511 -0.430 -3.205 0.026
H -0.036 -0.253 -2.524 0.033
H 0.737 -1.816 -2.427 0.026
H -0.439 1.304 -0.752 0.080
H 1.140 1.945 -0.461 0.054
H -0.344 1.961 1.482 0.104
H 1.154 1.093 1.791 0.103
H 0.260 -1.101 1.462 0.081
H -0.688 -0.282 2.728 0.111
H -2.230 -1.430 1.475 0.109
H -1.420 -1.119 -0.110 0.107
H -2.441 1.132 0.982 0.074

=====

#two takes first place; second place is 0.0228 hartree up.

=====

#one
23
Properties=species:S:1:pos:R:3:lowdin_charge:R:1 method="wB97M-V/def2-TZVPD" lumo_energy_ev=0.85 spin_multiplicity=1 orbital_gap_ev=8.1
C 1.514 0.342 -1.282 -0.086
C 0.675 1.563 -0.910 -0.388
C 1.067 2.108 0.458 -0.072
C -0.805 1.236 -0.985 -0.235
O -1.676 1.799 -0.327 0.028
H 2.525 0.649 -1.570 0.080
H 1.079 -0.213 -2.120 0.070
H 1.609 -0.356 -0.445 0.059
H 0.841 2.334 -1.671 0.143
H 1.071 1.319 1.218 0.069
H 2.071 2.544 0.425 0.080
H 0.374 2.883 0.799 0.078
H -1.097 0.525 -1.778 0.116
N -1.426 -2.454 -0.432 0.032
C -1.776 -1.564 0.555 -0.272
C -0.967 -1.094 1.509 -0.268
N 0.341 -1.467 1.712 0.026
H -1.989 -2.360 -1.274 0.083
H -0.428 -2.435 -0.626 0.069
H -2.806 -1.216 0.494 0.110
H -1.328 -0.347 2.215 0.110
H 0.615 -1.396 2.690 0.088
H 0.517 -2.401 1.347 0.079

=====

#two
23
Properties=species:S:1:pos:R:3:lowdin_charge:R:1 method="wB97M-V/def2-TZVPD" lumo_energy_ev=0.89 spin_multiplicity=1 orbital_gap_ev=10.0
H -1.207 -0.224 3.352 0.070
N -0.692 -0.059 2.502 0.071
C -1.407 0.113 1.467 -0.523
O -2.469 0.026 0.945 0.073
N -0.141 0.376 0.164 -0.257
C 0.412 1.690 0.491 -0.056
C 0.805 -0.723 0.456 -0.239
C 2.142 -0.633 -0.264 -0.083
C -0.755 0.408 -1.182 -0.212
C -1.202 -0.945 -1.711 -0.076
H -0.392 2.425 0.468 0.105
H 0.835 1.666 1.491 0.094
H 1.189 1.983 -0.218 0.091
H 0.304 -1.654 0.197 0.106
H 0.768 -0.666 1.708 0.154
H 2.730 -1.521 -0.028 0.076
H 2.018 -0.596 -1.352 0.072
H 2.718 0.242 0.039 0.066
H -1.634 1.051 -1.089 0.121
H -0.044 0.864 -1.881 0.122
H -1.780 -0.790 -2.621 0.081
H -1.838 -1.447 -0.986 0.075
H -0.357 -1.587 -1.949 0.069

=====

#one takes first place; second place is 0.0072 hartree up.

=====

#one
23
Properties=species:S:1:pos:R:3:lowdin_charge:R:1 method="wB97M-V/def2-TZVPD" smiles="CC(=O)CN.C/C=C/N" lumo_energy_ev=0.78 spin_multiplicity=1 orbital_gap_ev=8.7
C -1.357 -0.714 -1.996 -0.029
C -1.073 0.398 -1.015 -0.421
O -1.954 0.798 -0.248 0.035
C 0.118 1.347 -1.389 -0.201
N 1.349 0.601 -1.657 -0.006
H -1.695 -1.595 -1.442 0.076
H -0.471 -0.994 -2.567 0.067
H -2.141 -0.396 -2.687 0.091
H -0.197 1.903 -2.276 0.123
H 0.279 2.053 -0.569 0.106
H 1.719 0.252 -0.772 0.046
H 2.061 1.233 -2.023 0.070
C 0.038 0.991 2.600 -0.122
C 0.706 -0.091 1.818 -0.201
C 0.049 -1.158 1.330 -0.271
N 0.630 -2.263 0.761 0.045
H 0.201 0.836 3.671 0.068
H 0.457 1.965 2.329 0.066
H -1.041 1.020 2.418 0.070
H 1.776 0.001 1.664 0.094
H -1.012 -1.291 1.546 0.126
H 1.547 -2.107 0.354 0.087
H 0.011 -2.790 0.150 0.080

=====

#two
23
Properties=species:S:1:pos:R:3:lowdin_charge:R:1 method="wB97M-V/def2-TZVPD" lumo_energy_ev=0.70 spin_multiplicity=1 orbital_gap_ev=8.9
C 0.532 0.611 0.909 -0.298
C 1.211 1.856 0.397 -0.087
C -2.054 -0.446 0.590 -0.074
C -1.066 0.322 -0.251 -0.400
O -0.016 0.834 2.192 -0.054
N -1.448 1.344 -0.917 0.093
H -0.574 1.624 2.165 0.102
H 1.258 -0.183 1.078 0.112
H -0.747 1.833 -1.468 0.042
H 1.803 1.623 -0.490 0.064
H 0.484 2.637 0.154 0.071
H 1.891 2.276 1.145 0.085
H -2.783 0.242 1.022 0.087
H -2.567 -1.158 -0.061 0.082
H -1.589 -1.003 1.400 0.068
C 0.788 -2.329 -0.390 -0.066
C 0.557 -1.064 -1.156 -0.364
N 1.389 -0.503 -1.935 0.112
H 1.010 0.264 -2.491 0.053
H -0.636 -0.845 -1.299 0.130
H 0.127 -2.374 0.474 0.068
H 0.601 -3.205 -1.013 0.087
H 1.827 -2.357 -0.055 0.084

=====

#one takes first place; second place is 0.1143 hartree up.

=====

#one
22
Properties=species:S:1:pos:R:3:lowdin_charge:R:1 method="wB97M-V/def2-TZVPD" total_charge=+1 lumo_energy_ev=-3.62 spin_multiplicity=1 orbital_gap_ev=11.3
C -2.582 -1.833 0.879 0.011
N -1.492 -1.437 -0.079 0.145
H -2.942 -2.812 0.594 0.104
H -2.162 -1.827 1.880 0.106
H -3.365 -1.087 0.804 0.105
H -1.863 -1.262 -1.013 0.170
H -0.782 -2.170 -0.168 0.166
H -0.981 -0.593 0.204 0.095
C 1.434 -0.324 1.269 -0.118
C 1.735 0.630 0.116 -0.263
C 0.550 1.051 -0.755 -0.309
C 0.858 2.279 -1.597 -0.100
H 0.579 0.007 1.867 0.072
H 2.286 -0.343 1.946 0.082
H 1.269 -1.362 0.966 0.060
H 2.510 0.193 -0.512 0.118
H 2.175 1.546 0.524 0.117
H -0.306 1.279 -0.101 0.101
H 0.257 0.236 -1.429 0.095
H 1.111 3.131 -0.962 0.084
H 0.000 2.597 -2.182 0.075
H 1.708 2.104 -2.251 0.084

=====

#two
22
Properties=species:S:1:pos:R:3:lowdin_charge:R:1 method="wB97M-V/def2-TZVPD" total_charge=+1 lumo_energy_ev=-3.80 spin_multiplicity=1 orbital_gap_ev=10.4
C -0.423 -0.626 -1.892 -0.161
C -1.678 -0.025 -1.333 -0.093
N 0.270 0.394 -2.838 0.213
H 0.264 -0.966 -1.123 0.110
H -0.702 -1.498 -2.479 0.130
H -2.337 -0.856 -1.048 0.103
H -2.388 0.399 -2.057 0.093
H 0.992 0.757 -2.213 0.169
H 0.666 -0.046 -3.656 0.165
H -0.311 1.193 -3.079 0.165
H -1.658 0.688 -0.513 0.079
C 0.399 0.176 1.588 -0.312
C 1.910 -0.042 1.888 -0.104
C -0.476 0.042 2.862 -0.109
H 0.293 1.197 1.221 0.092
H -0.024 -0.559 0.918 0.053
H 2.265 -0.930 1.353 0.063
H -1.491 -0.148 2.489 0.064
H -0.236 -0.755 3.559 0.074
H -0.522 0.990 3.397 0.074
H 2.475 0.823 1.556 0.061
H 2.156 -0.283 2.920 0.072

=====

#one takes first place; second place is 0.0260 hartree up.

=====

#one
9
Properties=species:S:1:pos:R:3:lowdin_charge:R:1 method="wB97M-V/def2-TZVPD" total_charge=-1 lumo_energy_ev="3.73 / 3.73" spin_multiplicity=1 orbital_gap_ev="6.9 / 6.9"
C 0.281 1.321 -1.047 -0.641
N 0.541 -0.423 0.924 -0.195
N 0.954 -1.074 1.865 0.068
N -0.100 -0.065 0.040 0.192
O -0.705 1.616 -1.613 0.109
O 1.429 1.548 -0.851 0.074
O -1.807 -1.543 -0.774 -0.498
H -2.343 -0.748 -0.877 -0.156
H 1.751 -0.632 2.333 0.047

=====

#two
9
Properties=species:S:1:pos:R:3:lowdin_charge:R:1 method="wB97M-V/def2-TZVPD" total_charge=-1 lumo_energy_ev="4.39 / 4.39" spin_multiplicity=1 orbital_gap_ev="7.9 / 7.9"
N 1.837 -0.381 0.600 -0.062
N 0.976 0.179 -0.319 -0.052
N -0.388 0.181 0.125 -0.233
O -0.834 -0.323 1.158 -0.098
C -1.739 0.646 -0.854 -0.704
O -1.908 -0.222 -1.663 0.030
O -2.194 1.618 -0.375 0.060
H 2.765 -0.600 0.211 0.065
H 1.485 -1.096 1.117 -0.006

=====

#three
9
Properties=species:S:1:pos:R:3:lowdin_charge:R:1 method="wB97M-V/def2-TZVPD" total_charge=-1 lumo_energy_ev=4.38 spin_multiplicity=1 orbital_gap_ev=8.9
N 1.834 -0.013 -0.530 0.009
N 0.478 -0.468 -0.374 -0.036
N -0.225 0.238 0.382 -0.265
O 0.170 1.285 0.988 -0.137
C -1.816 -0.452 0.436 -0.702
O -1.679 -1.622 0.239 0.011
O -2.663 0.309 0.724 0.055
H 1.735 0.953 -0.387 0.005
H 2.166 -0.231 -1.479 0.060

=====

#three takes first place; second place is 0.0299 hartree up.

=====

#one
9
Properties=species:S:1:pos:R:3:lowdin_charge:R:1 method="wB97M-V/def2-TZVPD" smiles="CC(N)=O" lumo_energy_ev=0.87 spin_multiplicity=1 orbital_gap_ev=10.9
C 0.918 -0.408 -0.721 -0.019
C -0.362 -0.268 0.120 -0.554
N -0.559 1.046 0.661 0.049
O -1.180 -1.155 0.211 0.055
H 1.459 -1.280 -0.344 0.080
H 1.588 0.459 -0.721 0.072
H 0.617 -0.608 -1.758 0.084
H -1.657 1.070 0.871 0.135
H -0.824 1.144 1.681 0.098

=====

#two
9
Properties=species:S:1:pos:R:3:lowdin_charge:R:1 method="wB97M-V/def2-TZVPD" smiles="CC(N)=O" lumo_energy_ev=0.88 spin_multiplicity=1 orbital_gap_ev=10.9
C 0.415 0.724 1.097 -0.038
C -0.135 0.081 -0.170 -0.625
N 0.771 -0.760 -0.746 0.115
O -1.312 -0.013 -0.275 0.081
H 1.468 1.174 1.146 0.096
H 0.269 -0.024 1.814 0.052
H -0.200 1.573 1.537 0.093
H 0.310 -1.547 -1.297 0.132
H 1.569 -0.588 -1.339 0.093

=====

#three
9
Properties=species:S:1:pos:R:3:lowdin_charge:R:1 method="wB97M-V/def2-TZVPD" smiles="CNC=O" lumo_energy_ev=0.98 spin_multiplicity=1 orbital_gap_ev=10.2
C -1.017 0.152 0.278 -0.120
N 0.168 0.168 -0.524 -0.109
C 1.445 -0.407 -0.084 -0.320
O 1.566 -1.295 0.726 0.049
H -0.698 -0.070 1.300 0.085
H -1.522 1.129 0.274 0.083
H -1.704 -0.619 -0.057 0.073
H 0.078 0.293 -1.530 0.120
H 1.685 0.649 -0.383 0.139

=====

#two takes first place; second place is 0.0321 hartree up.

=====

#one
9
Properties=species:S:1:pos:R:3:lowdin_charge:R:1 method="wB97M-V/def2-TZVPD" smiles="CNC=O" lumo_energy_ev=0.95 spin_multiplicity=1 orbital_gap_ev=10.8
C -0.776 -0.518 0.522 -0.123
N 0.361 -0.376 -0.423 -0.064
C 0.946 0.906 -0.446 -0.342
O 0.428 1.798 0.239 -0.037
H -1.157 -1.629 0.639 0.111
H -0.425 -0.349 1.513 0.055
H -1.707 0.065 0.385 0.083
H 0.662 -1.162 -1.110 0.163
H 1.667 1.266 -1.320 0.153

=====

#two
9
Properties=species:S:1:pos:R:3:lowdin_charge:R:1 method="wB97M-V/def2-TZVPD" smiles="C=N.C=O" lumo_energy_ev=1.01 spin_multiplicity=1 orbital_gap_ev=10.3
C 0.649 0.497 0.192 -0.184
N 0.150 -0.523 -0.343 -0.010
H 0.523 1.412 -0.379 0.051
H 1.491 0.503 0.962 0.081
H 0.296 -1.391 0.216 0.058
C -3.239 0.523 0.318 -0.120
O -2.071 0.469 0.065 -0.025
H -3.919 -0.155 0.800 0.070
H -3.708 1.492 0.024 0.081

=====

#one takes first place; second place is 0.0646 hartree up.